{
  "formula": "C21H18ClN5",
  "method": "the ωB97M-V functional and the def2-TZVPD basis",
  "smiles": "Clc1ccc([C@@H](NC2CC2)c2ccc(-c3ncnc4nc[nH]c34)cc2)cc1",
  "orbital_gap_ev": 8.7,
  "e_above_lowest_kj_mol": 239.9,
  "e_homo_ev": -8.712,
  "elements": ["Cl", "C", "C", "C", "C", "C", "N", "C", "C", "C", "C", "C", "C", "C", "C", "N", "C", "N", "C", "N", "C", "N", "C", "C", "C", "C", "C", "H", "H", "H", "H", "H", "H", "H", "H", "H", "H", "H", "H", "H", "H", "H", "H", "H", "H"],
  "positions_angstrom": [[-6.773505, -1.081314, 0.637162], [-5.117393, -1.287688, 0.984244], [-4.422205, -0.167476, 1.506071], [-3.075362, -0.286817, 1.705980], [-2.348383, -1.515293, 1.581749], [-0.965654, -1.604605, 2.066939], [-0.506556, -3.007906, 2.321817], [-0.969929, -3.764781, 3.532526], [-0.413814, -5.142558, 3.735097], [-1.842125, -5.017149, 3.291144], [-0.035317, -0.823967, 1.081994], [-0.018507, -1.180409, -0.328824], [0.688838, -0.293504, -1.204939], [1.425954, 0.865960, -0.751260], [2.175585, 1.771082, -1.677879], [3.416242, 1.963942, -1.257001], [4.149622, 2.740528, -2.079436], [3.806591, 3.205626, -3.304096], [2.518156, 2.997511, -3.654342], [1.966866, 3.491182, -4.860647], [0.697188, 3.068926, -4.693145], [0.493874, 2.280571, -3.605961], [1.648459, 2.150106, -2.910227], [1.301352, 1.115790, 0.583907], [0.611351, 0.347594, 1.543210], [-3.074272, -2.614135, 1.176523], [-4.457138, -2.515665, 0.831560], [-5.051478, 0.754700, 1.636526], [-2.533470, 0.573320, 1.977871], [-0.944226, -1.157156, 3.110343], [0.549999, -3.073114, 2.202844], [-1.263148, -3.200755, 4.521632], [0.433946, -5.364026, 3.119905], [-0.258857, -5.375337, 4.805778], [-2.716953, -5.548459, 3.847670], [-1.993839, -5.210267, 2.277275], [-0.437120, -2.060450, -0.619157], [0.898473, -0.604743, -2.199240], [5.126762, 2.840085, -1.586792], [0.054950, 3.413799, -5.492993], [-0.345414, 1.758643, -3.467120], [1.663967, 2.142349, 0.780899], [0.425887, 0.770773, 2.544299], [-2.586963, -3.614557, 1.084948], [-4.924099, -3.408554, 0.389869]],
  "forces_ev_per_angstrom": [[-0.8, -0.2, -0.3], [1.5, -0.7, 0.7], [-1.4, -0.3, -0.9], [0.6, -1.1, 0.0], [-2.7, 0.4, 0.2], [2.0, -0.4, 1.6], [1.3, -0.7, 0.0], [-1.5, 1.4, 1.0], [0.1, 0.8, 1.5], [-0.5, -1.0, 1.0], [-0.4, 0.0, -0.1], [2.8, 4.8, 2.2], [0.7, -0.5, 1.6], [-2.5, -2.5, -0.8], [-1.7, -2.9, 1.3], [-0.6, 1.6, -1.4], [0.2, -0.6, -0.5], [0.0, 0.0, 1.8], [2.2, -0.4, -1.0], [-1.8, -1.3, 3.0], [2.9, 1.1, -1.5], [-2.1, -0.4, -0.4], [2.5, 2.6, -0.5], [0.3, 2.3, 1.1], [-0.6, -0.3, -1.6], [-0.7, -0.9, -0.6], [0.6, 0.5, -0.2], [1.2, -0.8, 0.0], [0.7, 1.0, 0.5], [0.1, 0.4, -1.2], [-2.0, 0.2, 0.5], [0.9, -0.6, -2.1], [0.0, -0.6, -0.5], [0.0, 0.0, -0.8], [1.8, 1.7, -0.3], [0.0, -0.2, -1.6], [-1.2, -2.2, -1.1], [-0.4, -0.3, -1.0], [0.1, 0.7, -1.3], [-1.0, -0.7, 0.6], [-0.4, -0.1, 0.2], [0.1, -0.8, 0.9], [0.3, -0.6, -0.5], [-0.4, 1.1, 0.1], [-0.1, 0.6, 0.4]]
}

=====

{
  "formula": "C22H33Br2N6OTi",
  "method": "the ωB97M-V functional and the def2-TZVPD basis",
  "orbital_gap_ev": [7.4, 7.7],
  "charge": 4,
  "spin_multiplicity": 2,
  "s2": 0.752,
  "e_homo_ev": [-19.576, -19.592],
  "elements": ["Ti", "Br", "C", "C", "C", "N", "C", "C", "C", "C", "C", "Br", "C", "C", "N", "H", "H", "H", "H", "H", "H", "N", "C", "C", "C", "N", "C", "C", "N", "C", "H", "H", "H", "H", "H", "H", "H", "H", "H", "H", "H", "H", "H", "H", "H", "H", "O", "C", "C", "C", "C", "C", "C", "N", "H", "H", "H", "H", "H", "H", "H", "H", "H", "H", "H"],
  "positions_angstrom": [[0.608726, 0.239032, -0.368860], [1.561949, 6.177405, -3.199360], [1.381903, 4.565718, -2.362285], [1.460134, 4.467414, -0.971059], [1.306789, 3.231131, -0.399766], [1.098895, 2.093114, -1.107764], [1.052403, 2.198351, -2.470079], [1.166798, 3.403009, -3.113494], [0.856160, 0.910623, -3.194975], [0.873511, 0.802192, -4.563869], [0.696794, -0.457557, -5.146943], [0.726711, -0.643604, -6.965944], [0.508900, -1.566078, -4.319662], [0.515640, -1.369764, -2.961378], [0.691227, -0.161082, -2.382936], [1.631658, 5.338289, -0.353404], [1.356869, 3.127840, 0.676386], [1.105216, 3.469167, -4.189385], [1.029877, 1.663324, -5.196124], [0.366594, -2.555745, -4.731304], [0.365011, -2.208059, -2.291238], [2.235552, -3.219111, 3.889952], [2.072447, -2.086933, 2.878244], [3.308262, -2.050531, 1.988296], [3.403136, -0.808502, 1.098059], [2.499825, -0.871804, -0.125501], [3.159729, 0.476231, 1.878821], [1.899791, 0.455512, 2.735601], [0.653364, 0.599019, 1.878309], [1.863906, -0.782989, 3.637434], [2.361579, -4.130301, 3.438677], [1.422740, -3.303189, 4.507832], [3.054698, -3.074616, 4.490651], [1.180072, -2.364251, 2.313523], [3.398301, -2.964488, 1.394984], [4.199320, -2.019156, 2.625721], [4.421882, -0.793517, 0.713715], [2.479725, -1.828810, -0.477684], [3.026351, -0.393381, -0.863056], [3.153625, 1.334756, 1.199905], [4.018320, 0.646695, 2.532302], [1.923143, 1.313864, 3.404930], [0.351121, 1.565391, 1.989400], [-0.112588, 0.082004, 2.306623], [0.943964, -0.805288, 4.228525], [2.681923, -0.654759, 4.355614], [-1.207668, -0.184810, -0.226746], [-2.520219, -0.240714, -0.366802], [-3.189071, -1.563555, -0.248768], [-4.144950, -1.657148, 0.965351], [-5.491903, -0.974343, 0.744748], [-5.425627, 0.529056, 0.496535], [-4.669957, 0.922681, -0.762568], [-3.179800, 0.842632, -0.599896], [-2.410856, -2.321555, -0.202356], [-3.762217, -1.731487, -1.167007], [-3.652551, -1.260853, 1.859668], [-4.305607, -2.719599, 1.146268], [-6.123871, -1.162788, 1.612507], [-5.993249, -1.458288, -0.099721], [-4.987295, 1.050903, 1.353572], [-6.437277, 0.923026, 0.393920], [-4.865950, 1.953838, -1.045142], [-4.928204, 0.294577, -1.616773], [-2.665681, 1.711859, -0.644223]],
  "forces_ev_per_angstrom": [[-0.4, -0.5, 0.7], [0.0, 0.4, -0.2], [0.0, -0.2, 0.0], [0.0, -0.1, 0.1], [0.0, 0.0, 0.0], [0.0, 0.4, -0.2], [-0.1, -0.3, -0.1], [0.1, 0.1, 0.1], [0.2, 0.3, 0.2], [0.0, -0.1, 0.0], [0.0, 0.1, 0.1], [0.0, 0.0, -0.4], [0.0, 0.0, 0.1], [0.0, 0.0, 0.1], [0.1, -0.2, -0.8], [0.0, 0.0, 0.0], [0.0, 0.0, 0.0], [0.0, 0.0, 0.0], [0.0, 0.0, 0.0], [0.0, 0.0, 0.0], [0.0, 0.0, 0.0], [0.0, 0.1, -0.1], [-0.1, -0.2, 0.1], [0.1, 0.0, 0.0], [0.0, -0.1, -0.2], [0.2, 0.1, 0.1], [0.0, 0.0, 0.0], [-0.2, 0.0, 0.0], [0.3, 0.1, 0.2], [0.1, 0.1, 0.1], [0.0, 0.0, -0.1], [0.0, 0.0, 0.0], [0.0, 0.0, 0.0], [0.0, 0.0, 0.0], [0.0, 0.0, 0.0], [0.0, 0.0, 0.0], [0.0, 0.0, 0.0], [-0.1, -0.1, 0.1], [0.0, 0.0, 0.0], [0.0, 0.0, 0.0], [0.0, 0.0, 0.0], [0.0, 0.0, 0.0], [-0.1, 0.0, 0.0], [0.0, -0.1, 0.0], [0.0, 0.0, 0.0], [0.0, 0.0, 0.0], [-0.5, 0.3, 0.1], [0.5, -0.3, -0.1], [-0.1, 0.0, 0.0], [0.0, 0.0, 0.0], [0.0, -0.1, -0.1], [0.1, 0.0, 0.1], [0.2, 0.0, -0.1], [-0.3, 0.1, 0.1], [0.0, 0.0, 0.0], [0.0, 0.0, 0.0], [0.0, 0.0, 0.0], [0.0, 0.0, 0.0], [0.0, 0.0, 0.0], [0.0, 0.0, 0.0], [0.0, 0.0, 0.0], [0.0, 0.0, 0.0], [0.0, 0.0, 0.0], [-0.1, 0.0, 0.0], [0.0, 0.1, 0.0]]
}

=====

{
  "formula": "CH12N2O3",
  "method": "the ωB97M-V functional and the def2-TZVPD basis",
  "orbital_gap_ev": 2.9,
  "e_above_lowest_kj_mol": 854.3,
  "e_homo_ev": -8.439,
  "elements": ["N", "C", "N", "H", "H", "H", "H", "H", "H", "H", "H", "O", "H", "H", "O", "H", "H", "O"],
  "positions_angstrom": [[-2.139548, -0.751850, -1.745618], [-1.053508, 0.085881, -2.303319], [-0.769412, 1.222181, -1.494451], [-3.038871, -0.291265, -1.839024], [-1.910976, -0.922522, -0.767819], [-1.297404, 0.226039, -3.359149], [-0.157874, -0.526742, -2.149988], [0.650514, 2.511382, 0.424820], [-1.682424, 1.673805, -1.323594], [0.218680, -0.424403, -0.010007], [0.247058, 2.476009, 1.067059], [0.426492, -1.344360, 0.182741], [0.525668, -1.241579, 1.168813], [1.163198, -1.654995, 3.193871], [0.711134, -0.935481, 2.727784], [3.321754, -0.444373, 1.811326], [1.929336, 0.001323, 2.298556], [2.856184, 0.340949, 2.117999]],
  "forces_ev_per_angstrom": [[0.6, 1.6, 0.5], [0.8, -1.3, 0.7], [-1.4, -0.7, -0.3], [-0.3, -0.3, 0.1], [-0.2, -0.3, 0.1], [0.4, 0.5, -0.1], [0.1, -0.1, -0.9], [-0.3, 0.0, 0.6], [0.2, 0.2, 0.2], [0.3, 0.3, -0.3], [0.3, 0.1, -0.5], [-0.6, 0.5, -0.5], [0.1, -0.5, 0.8], [-0.2, 0.2, 0.0], [-0.1, -0.1, -0.2], [0.0, 0.1, 0.0], [0.3, 0.0, 0.2], [-0.1, 0.0, -0.1]]
}

=====

{
  "formula": "C38H34AsN8RuSi2",
  "method": "the ωB97M-V functional and the def2-TZVPD basis",
  "orbital_gap_ev": [5.5, 5.0],
  "charge": 1,
  "spin_multiplicity": 5,
  "s2": 6.089,
  "e_homo_ev": [-9.621, -10.330],
  "elements": ["Ru", "C", "C", "C", "C", "C", "N", "C", "C", "C", "C", "C", "C", "C", "C", "N", "C", "N", "C", "N", "C", "N", "C", "N", "C", "N", "C", "C", "C", "C", "C", "C", "C", "C", "C", "C", "C", "C", "C", "C", "N", "H", "H", "H", "H", "H", "H", "H", "H", "H", "H", "H", "H", "H", "H", "H", "H", "C", "Si", "C", "C", "As", "Si", "C", "C", "C", "H", "H", "H", "H", "H", "H", "H", "H", "H", "H", "H", "H", "H", "H", "H", "H", "H", "H"],
  "positions_angstrom": [[0.910871, 0.210788, -0.471309], [-2.650294, 5.514192, -2.160038], [-3.111826, 4.694978, -3.185803], [-2.657153, 3.387748, -3.327290], [-1.735650, 2.930725, -2.405130], [-1.044817, 1.652889, -2.247182], [-1.206432, 0.624971, -3.056722], [-0.549097, -0.515524, -2.977363], [-0.670695, -1.585080, -3.955373], [-1.444289, -1.724245, -5.095386], [-1.279943, -2.881924, -5.842448], [-0.372933, -3.871286, -5.459925], [0.400654, -3.735409, -4.315954], [0.239729, -2.578641, -3.573591], [0.892463, -2.102014, -2.363637], [1.842652, -2.766142, -1.736476], [2.511836, -2.322161, -0.690207], [2.314695, -1.141094, -0.038478], [3.294935, -0.996133, 0.902871], [3.536383, 0.076229, 1.629925], [2.885630, 1.218786, 1.541457], [1.769321, 1.483940, 0.790236], [1.444935, 2.806128, 0.932136], [0.465794, 3.457992, 0.333381], [-0.283285, 2.971522, -0.636511], [-0.224033, 1.713594, -1.160307], [-1.265897, 3.757928, -1.379769], [-1.711761, 5.057412, -1.240217], [2.383258, 3.430197, 1.854451], [2.514253, 4.729610, 2.311633], [3.578833, 5.004854, 3.158679], [4.480577, 4.010837, 3.538958], [4.348087, 2.706130, 3.084468], [3.289407, 2.432225, 2.236692], [4.124474, -2.198528, 0.928308], [5.215007, -2.558416, 1.694705], [5.806738, -3.788914, 1.428470], [5.327778, -4.615115, 0.415932], [4.236686, -4.243051, -0.363322], [3.637239, -3.031387, -0.083709], [0.362434, -0.883876, -2.020987], [-3.025481, 6.525832, -2.081324], [-3.835783, 5.083819, -3.889449], [-3.008189, 2.750098, -4.127580], [-2.152368, -0.959166, -5.384405], [-1.868893, -3.022821, -6.738991], [-0.271650, -4.758654, -6.070443], [1.101036, -4.498426, -4.004340], [-1.342126, 5.689992, -0.444391], [1.808319, 5.493398, 2.014148], [3.715808, 6.012153, 3.528963], [5.298186, 4.266481, 4.199561], [5.038507, 1.925801, 3.374779], [5.588857, -1.900416, 2.467725], [6.656272, -4.110005, 2.016255], [5.815716, -5.562951, 0.232051], [3.868651, -4.872861, -1.162260], [-3.860063, 1.100005, 2.349022], [-2.273682, 0.405801, 3.107072], [-2.641477, -0.895776, 4.420096], [-1.267659, 1.799316, 3.878852], [-1.034734, -0.525949, 1.260918], [-2.625576, -2.078911, 0.359032], [-3.883151, -2.771925, 1.586274], [-1.655734, -3.568710, -0.283478], [-3.593555, -1.133192, -0.967465], [-4.386500, 1.718899, 3.079017], [-4.537382, 0.304603, 2.032921], [-3.640821, 1.720677, 1.477531], [-3.295965, -0.466868, 5.182936], [-1.726274, -1.228275, 4.912762], [-3.138590, -1.772506, 4.009020], [-1.868730, 2.300430, 4.641141], [-0.971232, 2.547498, 3.140354], [-0.364684, 1.421376, 4.361676], [-3.404782, -3.304053, 2.409628], [-4.509748, -3.490960, 1.051075], [-4.543352, -2.010495, 2.004030], [-1.528268, -4.301543, 0.515039], [-0.663355, -3.291426, -0.630703], [-2.174678, -4.062410, -1.108680], [-4.483135, -0.680582, -0.526080], [-3.918711, -1.796129, -1.772809], [-3.001587, -0.335907, -1.414649]],
  "forces_ev_per_angstrom": [[-0.1, 0.2, 0.3], [-0.1, 0.0, 0.0], [0.0, 0.1, 0.0], [0.1, -0.2, 0.0], [-0.1, 0.4, 0.1], [0.2, -0.3, 0.3], [-0.2, 0.0, -0.3], [0.0, 0.2, 0.3], [0.2, -0.4, -0.1], [0.0, 0.1, 0.1], [0.0, 0.0, 0.0], [0.0, 0.0, 0.0], [0.1, 0.0, 0.1], [-0.2, 0.1, -0.2], [0.0, 0.1, 0.4], [0.0, -0.2, -0.2], [-0.3, 0.3, 0.0], [0.5, -0.5, 0.2], [-0.3, 0.2, -0.1], [0.2, 0.0, 0.2], [-0.2, -0.3, -0.1], [0.4, 0.4, 0.2], [-0.3, -0.3, -0.1], [0.0, 0.3, 0.1], [0.2, -0.4, 0.1], [-0.4, 0.5, -0.2], [-0.2, 0.1, -0.2], [0.1, -0.1, 0.1], [0.3, -0.1, 0.2], [-0.2, -0.1, -0.1], [0.0, 0.0, 0.0], [0.0, 0.0, 0.0], [0.0, -0.1, 0.0], [-0.1, 0.3, 0.0], [0.1, -0.3, -0.1], [-0.1, 0.2, 0.0], [0.0, -0.1, 0.0], [0.1, 0.0, 0.1], [-0.2, 0.0, -0.1], [0.3, 0.0, 0.2], [0.0, -0.4, -0.7], [0.0, 0.0, 0.0], [0.0, 0.0, 0.0], [0.0, 0.0, 0.0], [0.0, 0.0, 0.0], [0.0, 0.0, 0.0], [0.0, 0.0, 0.0], [0.0, 0.0, 0.0], [0.0, 0.0, 0.0], [0.0, 0.0, 0.0], [0.0, 0.0, 0.0], [0.0, 0.0, 0.0], [0.0, 0.0, 0.0], [0.0, 0.0, 0.0], [0.0, 0.0, 0.0], [0.0, 0.0, 0.0], [0.0, 0.0, 0.0], [0.3, -0.2, 0.0], [0.0, 0.1, 0.1], [0.1, 0.1, -0.3], [0.0, -0.2, -0.2], [-0.5, -0.1, 0.2], [-0.3, -0.3, 0.0], [0.2, 0.2, 0.0], [-0.1, 0.3, 0.0], [0.3, -0.1, 0.1], [0.0, 0.0, 0.0], [0.0, 0.0, 0.0], [0.0, 0.0, 0.0], [0.0, 0.0, 0.0], [0.0, 0.0, 0.0], [0.0, 0.0, 0.0], [0.0, 0.0, 0.0], [0.0, 0.0, 0.0], [0.0, 0.0, 0.0], [0.0, 0.0, 0.0], [0.0, 0.0, 0.0], [0.0, 0.0, 0.0], [0.0, 0.0, 0.0], [0.1, 0.0, -0.1], [-0.1, 0.0, 0.0], [0.0, 0.0, 0.0], [0.0, -0.1, 0.0], [0.0, 0.0, -0.1]]
}

=====

{
  "formula": "C3H4INO",
  "method": "the ωB97M-V functional and the def2-TZVPD basis",
  "smiles": "O=CN1C[C@H]1I",
  "orbital_gap_ev": 10.0,
  "e_above_lowest_kj_mol": 146.2,
  "e_homo_ev": -9.757,
  "elements": ["O", "C", "N", "C", "C", "I", "H", "H", "H", "H"],
  "positions_angstrom": [[0.764097, -2.885336, 1.189631], [0.662164, -2.042136, 0.350465], [-0.202593, -0.910368, 0.333782], [-0.226211, 0.440077, -0.138602], [-0.813617, 0.074565, 1.175040], [-2.903255, 0.036038, 1.506342], [1.205200, -2.252911, -0.557187], [-0.826979, 0.696972, -0.971747], [0.832181, 0.978164, -0.153383], [-0.102108, 0.316173, 1.904877]],
  "forces_ev_per_angstrom": [[-0.5, 0.1, 1.3], [-0.9, 0.9, -0.1], [-0.1, -1.4, -0.7], [3.3, 0.7, -0.2], [0.7, -1.0, -0.9], [0.5, 0.1, 0.1], [0.1, 0.9, -1.0], [-0.7, 0.0, -0.7], [-2.4, -0.9, 0.2], [-0.2, 0.7, 2.0]]
}

=====

| no. | largest force on an atom (eV/A) | calculated total energy (a.u.) |
| --- | --- | --- |
| 1 | 5.96 | -1544.91067 |
| 2 | 0.94 | -7258.15952 |
| 3 | 1.75 | -380.20512 |
| 4 | 0.77 | -4816.13601 |
| 5 | 3.42 | -544.32720 |